Below is one molecule with the formula C4H6N2, with properties calculated with ωB97M-V with the def2-TZVPD basis set.

## Properties
* LUMO energy: -1.1 eV
* HOMO-LUMO gap: 8.38 eV
* calculated total energy: -7219.8747 eV
* HOMO level: -9.4 eV

Each line ends with the natural charge from an NBO analysis.
Positions of all 12 atoms, in Å:
H -2.420203 -0.460196 0.232502  0.2156
H -0.205392 -1.122934 -1.212982  0.3792
C -1.504352 0.040449 -0.081376  -0.4214
C 0.449828 1.291286 0.195927  -0.0130
H -1.679980 0.704140 -0.935041  0.2183
N 2.936021 -0.700778 -1.139242  -0.2932
N -0.365589 -0.901600 -0.232355  -0.5704
H -1.264214 0.690605 0.773410  0.2018
H 0.224245 1.731634 1.192125  0.1048
C 2.023729 -0.459583 -0.470290  0.2712
C 0.814716 -0.204131 0.334149  -0.3040
H 0.991190 -0.608892 1.343168  0.2111

Atoms 1-3, force components in eV/Å:
-0.02 -0.14 -0.21
-0.09 0.09 0.23
-0.07 0.03 -0.15

---

Below is C28H21BeClI2N2OP as an isolated structure, with properties calculated with ωB97M-V with the def2-TZVPD basis set.

## Properties
* LUMO energy: 2.5 eV
* charge: -1
* HOMO-LUMO gap: 6.62 eV
* calculated total energy: -72823.8821 eV
* HOMO level: -4.2 eV

Each line ends with the Mulliken charge.
Positions of all 57 atoms, in Å:
I 6.010518 -0.256626 0.022289  -0.0227
C 1.690018 -1.923226 -3.626411  -0.6466
H -5.307582 1.879874 -2.055311  0.3888
C 2.318818 0.466474 5.089389  -0.6942
H -3.889782 -0.047426 -1.460911  0.3800
I 3.114618 3.577174 1.568389  -0.2429
C -0.326982 -1.511726 -4.867511  -0.6524
N 0.078118 0.240674 0.082889  0.2454
C -2.270382 3.352274 -2.282811  -0.7483
H -2.533882 -0.093126 1.166689  0.4435
C -3.437182 0.909474 -1.684611  0.0204
C 1.098118 -1.395326 -2.492911  -0.5583
P -0.885182 -0.230926 -0.984511  0.9886
C -4.231082 1.992074 -2.023811  -0.7204
H -1.940682 -0.624426 -3.761811  0.3850
H 0.255518 0.691974 5.605289  0.3651
Be 1.399818 0.884474 0.713189  -0.1218
H 6.496618 0.012774 3.123389  0.3982
H 2.671518 0.388874 6.108389  0.4106
N 1.397118 0.609174 2.470489  -0.0432
C -2.040782 -1.508226 -0.334511  -0.1590
H -0.878582 -1.544926 -5.798211  0.3810
O 2.911418 0.260174 0.412289  -0.5932
C -1.480482 2.272874 -1.937911  -0.2098
C -3.493682 -1.987826 1.529789  -0.7049
H 1.438418 -2.383326 -5.706311  0.3662
C 2.691218 0.417074 2.719889  0.8573
H 2.707718 -2.287026 -3.587411  0.4183
C -0.924682 -0.996626 -3.731411  -0.1436
H -4.274382 4.066674 -2.546911  0.3747
H -1.659082 -3.147626 -1.664311  0.3855
C 4.848018 0.053474 1.751789  -0.4102
C -2.687882 -1.111626 0.833289  -0.2790
C 0.561018 0.718874 3.477289  -0.0897
C 3.239718 0.373274 4.026289  -0.3498
C -3.640682 -3.290926 1.075989  -0.4213
H -4.260082 -3.986926 1.624889  0.3660
H 0.568918 3.269174 0.868689  0.4007
C 0.982818 0.631274 4.806889  -0.8201
C -2.170682 -2.820526 -0.768411  -0.2403
H -0.402582 2.352774 -1.877211  0.3305
C 0.976118 -1.982426 -4.814111  -0.4022
H -1.814982 4.304474 -2.518911  0.4010
C 5.426318 0.088974 3.007489  -0.6811
C -2.975482 -3.705126 -0.066111  -0.6669
C 3.479518 0.239374 1.543389  0.4746
Cl 5.375918 0.262374 5.702189  -0.3112
C 1.430418 2.721574 0.487689  -1.1262
H 1.634118 -1.300726 -1.556711  0.2923
H -0.473682 0.873174 3.213489  0.4335
H 1.585318 3.066674 -0.533811  0.4654
H -4.010182 -1.659926 2.422989  0.3843
C 4.634618 0.234374 4.126689  0.6554
C -3.650882 3.215074 -2.312611  -0.3703
C -0.216582 -0.950926 -2.537411  0.1345
C -2.055182 1.044574 -1.634611  -0.1038
H -3.089082 -4.724026 -0.413911  0.3863

Atoms 1-3, force components in eV/Å:
-0.12 0.10 0.38
0.09 -0.09 -0.11
-0.03 0.02 0.01

---

Below is a 3-piece molecular cluster, C35H43N5O3 overall, with properties calculated with ωB97M-V with the def2-TZVPD basis set.

## Properties
* LUMO energy: 0.1 eV
* HOMO-LUMO gap: 7.27 eV
* calculated total energy: -50585.6568 eV
* HOMO level: -7.2 eV
* structure (SMILES): CCCCc1nc2c(N)c(-c3cccnc3)cc(NCC)c2nc1COCOCCO.c1ccccc1.c1ccccc1

Each line ends with the Mulliken charge.
Positions of all 86 atoms, in Å:
H 2.653182 5.220819 -1.803425  0.3760
C 2.752611 3.668926 -0.360625  -0.8795
H -3.179292 -3.034710 -2.578557  0.4488
C -2.401692 1.534536 1.893575  0.4221
C -6.032478 0.606766 1.627103  -0.5396
O 4.165541 0.092060 1.278296  -0.2775
C 2.035468 6.112132 0.018411  -0.5473
C -1.614208 2.352684 1.138958  0.1327
H 6.637353 -0.834141 -1.622025  0.3310
H 4.518964 -1.464147 -4.293360  0.3033
C 1.211342 5.934604 1.288775  -0.9346
C 1.693995 -1.477283 -1.818543  -0.7381
O 4.792704 -0.863109 -0.676786  -0.0296
H -0.727542 -2.330697 2.934699  0.1081
H 4.290668 1.848750 2.329046  0.2353
H -2.418974 -3.578240 -4.862376  0.4108
H 1.224783 -3.080351 4.178157  0.3432
H -0.234040 -1.514296 0.965282  -0.0632
C -1.822403 0.555150 2.740130  -0.8475
C -6.591145 1.861810 1.813159  -0.2629
N 0.121903 -0.548018 3.690689  -0.2710
C 5.253851 -0.296270 0.525145  -0.5538
H -1.474044 -1.686965 4.406336  0.2736
H 3.130361 3.054073 -1.181625  0.4412
O 4.798643 -1.085331 -3.455323  -0.5480
C -0.142469 -3.004558 -2.079215  -0.3063
C -3.302188 -4.057290 -4.458976  -0.4098
N -5.868058 2.957435 2.011357  -0.6560
C -0.524520 -1.834428 3.893199  0.0458
H 1.078139 4.679121 -1.284999  0.2773
N 1.686500 1.011763 2.084207  -0.4642
H 1.800292 -0.438684 0.042341  0.5436
H 0.730796 -2.178093 5.605048  0.3575
H -6.670117 -0.251395 1.467674  0.3803
H 3.615900 3.991940 0.225676  0.4570
C 2.078586 4.916083 -0.925286  -0.8316
H 3.052196 6.405256 0.292465  0.2857
H 4.477114 -2.842117 -2.383737  0.2977
H 2.584131 -0.995569 -2.203039  0.5733
C -5.141978 -5.584135 -4.708483  -0.3714
H -6.457585 -5.750580 -3.022932  0.3586
C 2.434158 1.761193 1.326788  0.0928
H -5.198769 -4.122222 -1.656195  0.3720
C 1.875010 2.786907 0.496559  0.0830
H 0.161517 5.755873 1.058966  0.2143
H 6.241958 -2.332966 -0.740583  0.3795
H 5.913340 0.553209 0.296576  0.3751
C 0.360007 -2.732636 4.742967  -1.5457
C -5.571632 -5.276441 -3.425090  -0.3776
C 3.915770 1.487108 1.365529  -0.7848
H 6.079633 -2.687169 -3.122219  0.4447
N 0.585871 2.954310 0.440633  -0.2188
H 4.437947 2.010312 0.569520  0.5060
C -0.583489 -2.691711 -0.800178  -0.7922
C -3.876903 1.620010 1.845550  -0.2016
H -3.971507 3.732500 2.190759  0.4990
C 0.349248 1.212409 2.061099  0.9584
N -2.105752 3.380044 0.321397  -0.6018
H 1.568475 5.097632 1.888876  0.1804
H -4.178519 -0.472601 1.488319  0.5237
C -4.656172 0.486280 1.640470  -0.5009
H 1.269342 6.828963 1.908724  0.4175
H -7.667022 1.981153 1.798738  0.3619
C -0.481994 0.378656 2.847865  -0.2610
H 1.089365 -0.664983 3.411522  0.3609
C 0.998020 -2.397172 -2.591211  -0.6874
H 1.622298 6.952802 -0.543999  0.3572
C 1.253355 -1.165259 -0.540865  -0.1897
C -4.007114 -4.974918 -5.225342  -0.3963
C 5.276564 -2.135316 -2.624498  -0.5541
C 5.829415 -1.529034 -1.361583  -0.6235
H -5.692140 -6.299244 -5.306240  0.3540
H -0.690011 -3.724437 -2.675650  0.4922
H 5.830155 -1.043018 1.085554  0.2772
H -1.454929 3.587706 -0.424771  0.1996
H -1.474156 -3.166027 -0.405919  0.4898
H 1.343312 -2.643938 -3.587721  0.3787
H -2.496051 -0.050959 3.330740  0.6162
C -3.730795 -3.750794 -3.175109  -0.2750
H -0.191674 -3.596158 5.106311  0.4323
C -4.543971 2.827855 2.022864  -0.2381
H -3.008285 3.149599 -0.075176  0.3101
H -3.672425 -5.215007 -6.226233  0.3594
C 0.113275 -1.769795 -0.029838  0.3488
C -0.211618 2.184205 1.219758  0.4648
C -4.865401 -4.360419 -2.658079  -0.4719

Atoms 1-3, force components in eV/Å:
-0.01 -0.01 -0.04
-0.16 0.08 0.11
0.00 0.01 0.00

---

Below is C24H16IrN6O7 as an isolated structure, with properties calculated with ωB97M-V with the def2-TZVPD basis set.

## Properties
* LUMO energy: -5.2 eV
* charge: +1
* HOMO-LUMO gap: 4.28 eV
* calculated total energy: -51252.6304 eV
* HOMO level: -9.5 eV

Each line ends with the natural charge from an NBO analysis.
Positions of all 54 atoms, in Å:
H 3.783243 0.019605 -4.436071  0.2489
O -3.883130 -2.118462 3.024513  -0.5000
H 3.446826 -0.527813 2.887074  0.2266
H -0.515230 3.504958 0.952675  0.2251
C 2.915725 -0.131884 -3.828888  -0.0463
H 3.715015 -0.758540 4.926756  0.4923
H -3.468018 4.531874 -2.697211  0.2492
C 3.574388 1.168573 5.105330  0.7637
C 2.714742 0.268767 2.880706  -0.1798
O 3.847498 2.162986 5.719667  -0.5326
C -2.170875 3.743642 -1.192055  -0.1680
C 1.868318 0.389554 1.800677  -0.1886
C -1.934798 -2.489278 -1.971747  -0.0491
N 2.066397 -1.177879 -4.028524  -0.4734
H -2.153393 4.622262 -0.569250  0.2448
H -3.467084 2.403304 -4.000430  0.2497
C 2.670859 1.205521 3.915228  -0.1236
H 1.765480 3.007903 4.613093  0.2559
H 1.939937 -0.315097 0.984940  0.2468
H -2.145024 0.497076 -3.195905  0.2217
N 0.068188 1.488742 0.649918  -0.3857
C -2.157287 1.422872 -2.636676  0.0703
H -0.032715 -3.511950 -4.278433  0.4410
N 1.297547 -0.027380 -2.319915  -0.4396
C -2.817303 -2.361097 2.519789  0.3782
C -1.417224 2.621658 -0.779665  0.1130
C -2.897925 2.491698 -3.089990  -0.2030
H 2.170829 -1.876194 -4.750100  0.4410
O 0.186816 -1.680049 0.642823  -0.7247
C -0.065103 -1.905934 -2.882298  0.3009
N -0.944567 -1.565449 -1.942672  -0.4479
C 1.765207 2.264665 3.830548  -0.1434
C -2.009866 -1.559937 1.556997  0.2130
H 0.171886 3.166631 2.768607  0.2135
H -2.772671 -2.421190 -1.309203  0.2626
Ir -0.437926 -0.038236 -0.589559  1.2598
C 1.089964 -1.086024 -3.094060  0.3029
O -2.404490 -4.689450 3.108093  -0.4609
C -1.996063 -3.623560 2.760024  0.4012
C 0.891301 2.365283 2.776594  -0.2190
C -0.678288 -2.133558 1.442100  0.2021
C 0.917168 1.423679 1.729844  0.1602
N -0.481146 -3.027480 -3.514640  -0.4672
N -1.425546 1.466354 -1.524509  -0.3943
H 2.805664 1.461496 -2.300602  0.2422
C -2.899764 3.684141 -2.348720  -0.1334
C -1.661596 -3.406956 -2.946827  -0.0415
C -0.611772 2.605507 0.362021  0.1052
O 4.056620 -0.026879 5.458437  -0.6463
O 0.421746 -3.927457 2.646013  -0.5296
C 2.423758 0.572761 -2.762095  -0.0644
H -2.196964 -4.277593 -3.266335  0.2530
C -0.553155 -3.305421 2.311043  0.3766
O -2.376198 -0.590764 0.882873  -0.5989

Atoms 1-3, force components in eV/Å:
0.17 0.06 -0.11
-0.05 0.19 -0.26
-0.03 -0.07 -0.05

---

Below is one molecule with the formula C17H26O6Si, with properties calculated with ωB97M-V with the def2-TZVPD basis set.

## Properties
* LUMO energy: -0.8 eV
* HOMO-LUMO gap: 8.76 eV
* calculated total energy: -38212.9840 eV
* HOMO level: -9.6 eV
* structure (SMILES): C/C(=C/C(=O)OCC[Si](C)(C)C)CCOC(=O)/C=C/C=C/C(=O)O

Each line ends with the natural charge from an NBO analysis.
Positions of all 50 atoms, in Å:
H -1.381654 1.142486 -0.325783  0.2029
C -2.625660 -0.948724 -1.585076  -0.2907
H 2.586541 2.168963 1.189337  0.2520
H -1.928109 -0.738414 -3.542575  0.2278
O 1.010717 -0.851264 -0.593244  -0.6268
C -1.058285 1.575982 -1.222162  -0.2689
H -0.869813 -4.104805 3.119026  0.2360
H 3.478345 3.525675 0.609454  0.2213
O -3.538305 -2.492131 -3.173295  -0.6872
H 0.044544 -2.572726 -0.211556  0.2677
H 3.662633 4.017369 -1.657683  0.2145
H 2.151746 -0.810284 2.792334  0.1986
H 4.557876 2.628873 -2.248435  0.2316
H 1.381016 4.333740 -0.575215  0.2188
H 0.612814 -3.165334 2.944693  0.2187
O 0.298223 3.348433 -1.979058  -0.6071
C -0.790216 -2.916076 0.374538  -1.1432
H 1.701474 -1.784211 1.403632  0.1935
C 2.491453 0.922518 -1.225917  -0.3434
H -0.722062 -3.981631 0.610262  0.2342
H -3.523834 -2.034821 1.489265  0.2581
H -0.871231 1.465691 -3.256040  0.2271
C -1.308580 1.012363 -2.398075  -0.1253
O 0.257831 2.835605 0.256136  -0.4975
H -4.013654 -3.349284 -3.202399  0.5035
C -3.303796 -2.222578 -1.852726  0.7637
C -0.131203 2.692272 -1.042184  0.7607
C 3.535219 3.006281 -2.005629  -0.6642
H -0.001952 0.181665 2.955144  0.2363
C 0.120994 -0.441537 2.036037  -0.9114
H -0.593692 -2.726499 4.198584  0.2217
O 2.299264 0.126829 1.021435  -0.4974
O -3.606680 -2.998801 -0.951369  -0.5937
C 1.378734 3.685439 0.312902  -0.0894
C -2.003410 -0.267242 -2.561324  -0.1393
H 2.909310 2.992116 -2.903252  0.2437
C 2.645646 2.872774 0.338401  -0.4962
C 1.860103 -0.025007 -0.241979  0.7793
H -1.684018 -2.828826 -0.237590  0.2457
H -3.074490 -0.515394 2.244866  0.2251
H 2.601026 0.497372 -2.208556  0.2248
C -0.469086 -3.095042 3.190592  -1.1147
C 1.602250 -0.777394 1.837153  -0.0774
H -2.588156 -0.564630 -0.575647  0.2221
C -2.900559 -1.595155 2.258327  -1.1101
H -0.184239 0.201601 1.224921  0.2401
C 2.914966 2.164699 -0.956869  0.1323
H -3.149170 -2.026964 3.215357  0.2414
H 1.279535 4.329413 1.197384  0.1986
Si -1.060406 -1.893385 1.913858  1.6419

Atoms 1-3, force components in eV/Å:
-0.57 -0.62 1.16
0.47 0.82 -1.06
-0.05 0.39 -0.60

---

Below is one molecule with the formula C3H4N2O2, with properties calculated with ωB97M-V with the def2-TZVPD basis set.

## Properties
* LUMO energy (alpha / beta): -0.5 / -0.5 eV
* HOMO-LUMO gap (alpha / beta): 7.17 / 7.08 eV
* calculated total energy: -10247.2696 eV
* HOMO level (alpha / beta): -7.6 / -7.6 eV
* structure (SMILES): N=C=COC(N)=O

Each line ends with the natural charge from an NBO analysis.
Positions of all 11 atoms, in Å:
O -0.858963 -0.760772 -0.805478  -0.5283
N -0.231954 1.338035 1.822427  -0.6469
H 0.886410 0.841400 -1.692363  0.4133
C 0.717850 -0.839741 -0.556090  0.8670
H 2.332622 -0.140731 -1.539220  0.4141
C -1.353139 -0.396920 0.378143  -0.0469
H -2.424424 -0.526372 0.506671  0.2162
N 1.332225 -0.029311 -1.451844  -0.8271
C -0.555556 0.410841 1.106805  0.3009
O 1.188417 -1.763676 0.043387  -0.5450
H -1.033489 1.867247 2.187563  0.3826

Atoms 1-3, force components in eV/Å:
3.69 -0.17 -1.00
0.70 -0.23 2.23
0.13 -0.14 -0.16